Arrangement one

ORCA calculation (wB97M-V/def2-TZVPD) on one molecule with the formula C14H19N3OS.

Each line ends with the Löwdin charge.
Atoms and positions in Å:
C1 5.48 1.19 -0.27  -0.10
N1 4.43 0.63 0.55  -0.23
C2 3.17 1.36 0.50  -0.16
C3 2.14 0.71 -0.42  -0.12
N2 1.81 -0.61 0.09  -0.10
C4 0.63 -1.21 -0.02  -0.62
S1 0.32 -2.65 0.75  0.73
C5 -0.45 -0.61 -0.89  -0.49
O1 -0.23 0.28 -1.70  0.05
N3 -1.65 -1.17 -0.70  0.04
C6 -2.83 -0.78 -1.42  -0.12
C7 -3.87 -0.21 -0.49  -0.21
C8 -5.15 -0.75 -0.43  -0.05
C9 -6.09 -0.22 0.44  -0.09
C10 -5.76 0.85 1.25  -0.09
C11 -4.48 1.39 1.20  -0.08
C12 -3.55 0.87 0.33  -0.04
C13 2.90 -1.27 0.79  -0.18
C14 4.24 -0.78 0.27  -0.19
H1 5.65 2.23 0.03  0.08
H2 6.39 0.63 -0.11  0.09
H3 5.24 1.17 -1.35  0.09
H4 3.35 2.38 0.18  0.12
H5 2.76 1.40 1.52  0.12
H6 1.24 1.32 -0.46  0.12
H7 2.53 0.63 -1.44  0.14
H8 -1.70 -1.93 -0.03  0.06
H9 -3.23 -1.64 -1.97  0.13
H10 -2.51 -0.02 -2.15  0.13
H11 -5.41 -1.58 -1.06  0.11
H12 -7.08 -0.64 0.48  0.10
H13 -6.49 1.26 1.93  0.10
H14 -4.22 2.23 1.83  0.10
H15 -2.55 1.29 0.27  0.11
H16 2.81 -1.08 1.87  0.14
H17 2.80 -2.35 0.64  0.08
H18 4.30 -1.00 -0.81  0.13
H19 5.04 -1.34 0.77  0.13

Output
* net charge: 0
* HOMO-LUMO gap: 0.315 Eh
* E_LUMO: 0.1570 eV
* SMILES string: CN1CCN(C(=S)C(=O)NCc2ccccc2)CC1

Arrangement two

ORCA calculation (wB97M-V/def2-TZVPD) on one molecule with the formula C14H19N3OS.

Each line ends with the Löwdin charge.
Atoms and positions in Å:
C1 -3.78 -3.40 2.87  -0.11
C2 -2.36 -3.38 3.41  -0.25
C3 -1.70 -2.01 3.21  -0.14
C4 -1.45 -1.75 1.78  -0.36
N1 -2.28 -1.22 0.91  0.12
C5 -1.60 -1.24 -0.26  -0.71
S1 -2.31 -0.67 -1.73  0.96
C6 -0.84 -0.73 -2.83  -0.41
C7 0.08 0.42 -2.57  -0.32
C8 1.28 0.24 -1.91  -0.05
C9 2.13 1.31 -1.65  -0.02
C10 1.77 2.59 -2.05  -0.27
O1 2.52 3.72 -1.87  -0.05
C11 3.71 3.66 -1.13  -0.25
C12 3.47 3.60 0.38  -0.07
C13 0.56 2.78 -2.71  0.00
C14 -0.28 1.71 -2.97  -0.05
N2 -0.39 -1.75 -0.16  0.05
N3 -0.30 -2.07 1.14  0.06
H1 -3.79 -3.09 1.82  0.06
H2 -4.20 -4.40 2.94  0.07
H3 -4.41 -2.72 3.43  0.08
H4 -1.76 -4.15 2.91  0.11
H5 -2.37 -3.61 4.48  0.10
H6 -0.75 -1.97 3.75  0.11
H7 -2.36 -1.23 3.59  0.12
H8 -1.26 -0.69 -3.84  0.08
H9 -0.35 -1.68 -2.66  0.07
H10 1.56 -0.75 -1.59  0.10
H11 3.05 1.12 -1.13  0.10
H12 4.34 2.82 -1.45  0.11
H13 4.23 4.59 -1.38  0.12
H14 2.92 2.70 0.64  0.07
H15 2.88 4.46 0.69  0.08
H16 4.41 3.61 0.91  0.08
H17 0.29 3.78 -3.02  0.12
H18 -1.22 1.87 -3.47  0.11
H19 0.55 -2.49 1.51  0.16

Output
* net charge: 0
* HOMO-LUMO gap: 0.321 Eh
* E_LUMO: 0.7250 eV
* SMILES string: CCCc1nc(SCc2ccc(OCC)cc2)n[nH]1

It is arrangement two that is the least stable of them.

Arrangement one

ORCA calculation (wB97M-V/def2-TZVPD) on a 2-piece molecular cluster, CH2N2O overall.

Each line ends with the Löwdin charge.
Atoms and positions in Å:
C1 -2.17 0.17 -0.14  -0.23
N1 -1.18 -0.41 -0.25  -0.12
N2 0.78 0.01 0.10  0.04
O1 0.84 1.21 -0.29  0.02
H1 0.48 -0.23 1.00  0.11
H2 1.25 -0.76 -0.43  0.18

Output
* net charge: 0
* HOMO-LUMO gap (spin up / spin down): 0.274 / 0.274 Eh
* E_LUMO (spin up / spin down): -2.5117 / -2.5125 eV

Arrangement two

ORCA calculation (wB97M-V/def2-TZVPD) on one molecule with the formula CH2N2O.

Each line ends with the Löwdin charge.
Atoms and positions in Å:
C1 -0.41 0.62 -0.09  0.02
N1 -0.71 -0.61 0.22  -0.04
N2 0.35 -1.49 0.19  -0.07
O1 1.44 -0.94 -0.10  -0.07
H1 0.55 1.12 0.10  0.08
H2 -1.23 1.31 -0.33  0.08

Output
* net charge: 0
* HOMO-LUMO gap: 0.318 Eh
* E_LUMO: -1.5988 eV
* SMILES string: C=NN=O

It is arrangement one that is the least stable of them.

Arrangement one

ORCA calculation (wB97M-V/def2-TZVPD) on a 2-piece molecular cluster, CH2N2O3 overall.

Each line ends with the Löwdin charge.
Atoms and positions in Å:
N1 0.57 1.66 1.03  0.23
C1 0.34 1.20 -0.06  -0.44
O1 0.09 1.14 -1.21  0.10
H1 0.92 1.49 1.91  0.06
O2 -0.91 -1.75 1.02  0.04
N2 -0.53 -1.07 0.09  -0.18
O3 -0.26 -1.67 -1.02  0.05
H2 -0.22 -0.99 -1.76  0.14

Output
* net charge: 0
* HOMO-LUMO gap: 0.387 Eh
* E_LUMO: 0.1481 eV
* SMILES string: N=C=O.O=NO

Arrangement two

ORCA calculation (wB97M-V/def2-TZVPD) on one molecule with the formula CH2N2O3.

Each line ends with the Löwdin charge.
Atoms and positions in Å:
O1 -2.04 -0.49 -1.18  0.12
N1 -1.24 -0.48 -0.28  -0.44
O2 -1.46 -0.63 0.89  0.11
N2 0.11 -0.28 -0.67  0.15
C1 1.08 0.25 0.28  -0.24
O3 0.31 1.32 -0.17  0.01
H1 1.04 0.06 1.36  0.11
H2 2.20 0.25 -0.23  0.17

Output
* net charge: 0
* HOMO-LUMO gap: 0.365 Eh
* E_LUMO: -1.4399 eV
* SMILES string: O=[N+]([O-])N1CO1

Arrangement three

ORCA calculation (wB97M-V/def2-TZVPD) on a 2-piece molecular cluster, CH2N2O3 overall.

Each line ends with the Löwdin charge.
Atoms and positions in Å:
H1 -0.89 0.69 -0.77  0.04
N1 -0.45 0.99 0.03  0.14
N2 0.05 0.08 0.67  -0.27
O1 0.13 -1.05 0.23  -0.05
H2 0.47 0.29 1.64  0.19
O2 0.80 -3.60 2.05  0.21
C1 1.06 -2.47 2.16  -0.44
O3 1.37 -1.42 2.45  0.19

Output
* net charge: 0
* HOMO-LUMO gap: 0.410 Eh
* E_LUMO: 0.5694 eV
* SMILES string: [H]/N=[NH+]\[O-].O=C=O

It is arrangement two that is the least stable of them.

Arrangement one

ORCA calculation (wB97M-V/def2-TZVPD) on C2HBr2Cl3 as an isolated structure.

Each line ends with the Löwdin charge.
Atoms and positions in Å:
C1 -0.12 0.08 0.73  -0.74
C2 0.73 -0.75 -0.17  -1.68
Cl1 0.20 -0.69 -1.87  0.56
Cl2 0.66 -2.45 0.38  0.59
Cl3 2.34 0.00 -0.14  0.57
Br1 -2.99 2.12 -0.96  -0.07
Br2 -0.22 1.83 0.38  0.74
H1 -0.59 -0.14 1.65  0.04

Output
* net charge: 0
* HOMO-LUMO gap (spin up / spin down): 0.230 / 0.331 Eh
* E_LUMO (spin up / spin down): -3.0477 / -1.5905 eV

Arrangement two

ORCA calculation (wB97M-V/def2-TZVPD) on C2HBr2Cl3 as an isolated structure.

Each line ends with the Löwdin charge.
Atoms and positions in Å:
C1 0.39 -0.76 -0.01  -1.25
C2 -0.17 0.70 0.00  -1.68
Cl1 0.39 1.61 -1.44  0.54
Cl2 0.39 1.62 1.44  0.55
Cl3 -1.98 0.69 0.01  0.52
Br1 -0.23 -1.66 1.56  0.67
Br2 -0.20 -1.62 -1.66  0.65
H1 1.41 -0.58 0.09  0.01

Output
* net charge: 0
* HOMO-LUMO gap: 0.392 Eh
* E_LUMO: 0.1813 eV

It is arrangement one that is the least stable of them.

Arrangement one

ORCA calculation (wB97M-V/def2-TZVPD) on an isolated ion of composition C6H15N2 and charge +1.

Each line ends with the Löwdin charge.
Atoms and positions in Å:
C1 -0.55 -0.93 -1.36  -0.02
C2 -0.38 -0.48 0.01  -0.53
C3 0.04 -1.59 0.94  0.00
C4 -1.49 0.32 0.62  -0.13
N1 -1.55 1.61 -0.15  0.06
N2 0.73 0.63 -0.12  -0.05
C5 2.05 0.29 -0.60  0.00
C6 1.86 0.88 0.72  -0.03
H1 0.27 -1.61 -1.64  0.11
H2 -1.49 -1.41 -1.51  0.10
H3 -0.70 -0.07 -2.01  0.11
H4 0.79 -1.28 1.76  0.11
H5 -0.84 -2.01 1.25  0.07
H6 0.62 -2.37 0.26  0.14
H7 -1.26 0.46 1.73  0.17
H8 -2.47 -0.12 0.52  0.13
H9 -1.84 2.36 0.39  0.08
H10 -2.12 1.67 -0.92  0.08
H11 0.00 1.34 -0.25  0.09
H12 2.35 0.94 -1.37  0.13
H13 2.13 -0.72 -0.91  0.12
H14 1.96 0.21 1.58  0.12
H15 1.88 1.91 1.04  0.14

Output
* net charge: +1
* HOMO-LUMO gap: 0.440 Eh
* E_LUMO: -2.5246 eV
* SMILES string: CC(C)(CN)[NH+]1CC1

Arrangement two

ORCA calculation (wB97M-V/def2-TZVPD) on an isolated ion of composition C6H15N2 and charge +1.

Each line ends with the Löwdin charge.
Atoms and positions in Å:
C1 0.98 1.70 2.13  -0.11
C2 1.58 1.51 0.75  -0.26
C3 0.62 1.82 -0.46  -0.18
C4 0.70 0.72 -1.58  -0.15
C5 -0.35 -0.34 -1.24  -0.20
N1 -0.21 -0.94 0.01  0.29
C6 -1.35 -1.68 0.48  -0.26
N2 -1.82 -2.87 -0.23  0.12
H1 0.06 1.12 2.24  0.06
H2 1.75 1.78 2.88  0.08
H3 0.50 2.71 2.19  0.08
H4 2.53 2.02 0.62  0.11
H5 1.69 0.43 0.64  0.08
H6 0.86 2.86 -0.69  0.12
H7 -0.43 1.76 -0.12  0.10
H8 0.50 1.20 -2.54  0.12
H9 1.72 0.35 -1.57  0.12
H10 -0.30 -1.18 -1.98  0.20
H11 -1.34 0.12 -1.42  0.17
H12 -1.10 -2.00 1.49  0.13
H13 -2.25 -1.06 0.60  0.17
H14 -2.51 -2.71 -0.94  0.10
H15 -1.04 -3.44 -0.53  0.10

Output
* net charge: +1
* HOMO-LUMO gap: 0.205 Eh
* E_LUMO: -8.6786 eV

Arrangement three

ORCA calculation (wB97M-V/def2-TZVPD) on an isolated ion of composition C6H15N2 and charge +1.

Each line ends with the Löwdin charge.
Atoms and positions in Å:
C1 -0.83 2.23 2.41  0.05
C2 0.03 1.18 2.13  -0.18
C3 0.59 0.94 0.82  -0.22
C4 -0.28 0.74 -0.45  -0.24
N1 0.72 0.78 -1.58  0.13
C5 -0.81 -0.76 -0.62  -0.28
N2 0.15 -1.72 -0.51  -0.18
C6 0.19 -2.91 -1.43  -0.09
H1 -1.07 2.59 3.39  0.05
H2 -1.35 2.95 1.78  0.06
H3 0.27 0.45 2.89  0.10
H4 1.43 1.61 0.72  0.11
H5 1.34 -0.10 0.98  0.18
H6 -1.13 1.40 -0.42  0.14
H7 1.27 1.70 -1.51  0.19
H8 1.46 -0.08 -1.42  0.23
H9 0.42 0.81 -2.63  0.21
H10 -1.68 -0.86 -0.02  0.11
H11 -1.45 -0.73 -1.64  0.17
H12 0.46 -2.04 0.53  0.19
H13 0.97 -2.68 -2.23  0.08
H14 0.36 -3.94 -0.90  0.12
H15 -0.76 -2.95 -2.01  0.08

Output
* net charge: +1
* HOMO-LUMO gap: 0.346 Eh
* E_LUMO: -3.4692 eV
* SMILES string: C=CC[C@@H]([NH3+])CNC

Arrangement four

ORCA calculation (wB97M-V/def2-TZVPD) on an isolated ion of composition C6H15N2 and charge +1.

Each line ends with the Löwdin charge.
Atoms and positions in Å:
C1 0.75 2.04 0.79  -0.11
C2 -0.63 1.24 0.95  -0.18
C3 -1.00 0.14 -0.16  -0.19
C4 -1.82 0.22 -1.29  -0.18
N1 -2.59 1.36 -1.47  0.05
C5 -0.16 -1.24 -0.06  -0.21
C6 1.27 -0.98 -0.03  -0.16
N2 1.91 -2.38 0.09  0.18
H1 0.53 2.91 0.01  0.13
H2 0.96 2.35 1.81  0.07
H3 1.69 1.53 0.70  0.03
H4 -0.65 0.71 1.98  0.13
H5 -1.30 2.12 0.87  0.09
H6 -1.50 -0.48 -2.14  0.14
H7 -2.71 1.85 -0.53  0.12
H8 -3.40 1.20 -2.02  0.08
H9 -0.53 -1.94 -0.90  0.15
H10 -0.41 -1.51 0.90  0.08
H11 1.55 -0.61 -0.99  0.14
H12 1.43 -0.48 1.00  0.16
H13 1.94 -2.88 0.96  0.15
H14 1.72 -3.05 -0.63  0.16
H15 2.98 -2.12 0.15  0.22

Output
* net charge: +1
* HOMO-LUMO gap: 0.269 Eh
* E_LUMO: -3.7000 eV
* SMILES string: CC/C(=C\N)CC[NH3+]

It is arrangement two that is the least stable of them.

Arrangement one

ORCA calculation (wB97M-V/def2-TZVPD) on one molecule with the formula C7H7N.

Each line ends with the Löwdin charge.
Atoms and positions in Å:
C1 -1.56 2.53 -0.22  0.10
C2 -0.85 1.59 0.12  -0.09
C3 0.19 0.64 0.56  -0.20
C4 1.04 -0.18 -0.37  -0.30
N1 2.46 -0.42 -0.27  0.07
C5 0.01 -0.87 0.46  -0.21
C6 -1.25 -1.45 0.05  -0.10
C7 -2.25 -2.03 -0.26  0.13
H1 -2.11 3.41 -0.61  0.04
H2 0.63 0.92 1.48  0.12
H3 0.77 -0.15 -1.40  0.14
H4 2.77 0.17 -1.04  0.08
H5 2.81 -0.07 0.60  0.07
H6 0.41 -1.43 1.28  0.14
H7 -3.07 -2.66 -0.40  0.01

Output
* net charge: 0
* HOMO-LUMO gap: 0.369 Eh
* E_LUMO: 0.9292 eV
* SMILES string: C#C[C@@H]1[C@@H](N)[C@@H]1C#C

Arrangement two

ORCA calculation (wB97M-V/def2-TZVPD) on a 2-piece molecular cluster, C7H7N overall.

Each line ends with the Löwdin charge.
Atoms and positions in Å:
C1 0.18 -1.58 1.55  -0.07
C2 -0.56 -1.36 0.36  -0.07
C3 -0.82 -0.07 0.02  -0.20
N1 -0.24 0.99 0.58  0.02
C4 0.59 0.80 1.60  -0.14
C5 0.79 -0.49 2.13  -0.08
H1 0.23 -2.61 1.93  0.11
H2 -1.19 -2.15 -0.18  0.13
H3 -1.42 0.27 -0.88  0.11
H4 1.08 1.71 1.96  0.11
H5 1.41 -0.67 3.01  0.10
C6 -0.14 1.17 -3.60  0.00
C7 0.10 1.45 -2.45  -0.02
H6 -0.28 0.87 -4.61  0.01
H7 0.27 1.69 -1.43  -0.01

Output
* net charge: 0
* HOMO-LUMO gap: 0.392 Eh
* E_LUMO: 0.8498 eV
* SMILES string: c1ccncc1.C#C

It is arrangement one that is the least stable of them.